Entry 1
This record from OMol25 describes a cluster of 2 separate species, C4H7FN2 in total. The level of theory is ωB97M-V/def2-TZVPD.

ORCA input file:
```
! wB97M-V def2-TZVPD RIJCOSX def2/J DEFGRID3
* xyz 0 1
F -2.7182 -0.2216 -0.0567
N -0.4305 0.5009 1.4432
N -0.5880 0.6602 0.2074
C 0.8665 0.7847 1.9749
C 0.9876 -1.3253 -2.1174
C -1.6366 0.4727 -0.5801
C 0.1063 -1.7878 -1.4757
H 0.1910 1.0119 -0.2622
H -0.6983 -2.3549 -1.2105
H -1.3679 0.5706 -1.6013
H 1.3813 -0.1643 1.6629
H 1.3590 1.7493 1.4301
H 0.7186 0.9056 2.9785
H 1.8293 -0.8018 -2.3931
*
```

Properties
frontier orbital gap	8.2409	eV
LUMO level	0.846	eV
HOMO	-7.395	eV

Entry 2
This record from OMol25 describes an isolated molecule of C4H7FN2. The level of theory is ωB97M-V/def2-TZVPD.

ORCA input file:
```
! wB97M-V def2-TZVPD RIJCOSX def2/J DEFGRID3
* xyz 0 1
F 1.3100 -1.6519 2.2843
N 1.5954 -2.2757 0.0717
N 1.1157 -2.1257 -1.0394
C 1.3053 -1.2567 1.0206
C 0.1453 -1.0541 -1.1184
C -0.2162 -0.4791 0.2210
C -0.3768 0.9892 0.4547
H -1.1134 -0.9904 0.5152
H 0.3320 1.6021 -0.0520
H -0.4754 1.0860 1.4960
H 0.5631 -0.1733 -1.8529
H 1.9308 -0.4208 0.9227
H -1.1794 1.4180 -0.1103
H -0.7993 -1.4574 -1.5285
*
```

Properties
frontier orbital gap	9.8537	eV
structure (SMILES)	C[C@H]1CN=N[C@@H]1F
LUMO level	0.608	eV
HOMO	-9.246	eV

If we sort the structures by their calculated energies, the order from most to least stable is entry 2, entry 1.